# 1
A structure of composition C20H31CaN3O3PSbSe4 at a distorted geometry. Source: the OMol25 dataset; level of theory: the ωB97M-V functional and the def2-TZVPD basis.

Geometry (Å):
1 Ca -1.6819 1.0453 0.2702
2 C -2.2367 0.8989 4.5556
3 C -2.0433 0.2899 3.1741
4 O -1.1397 0.7412 2.4701
5 C -2.9149 -0.7884 2.7890
6 C -3.9335 -1.2539 3.6388
7 C -4.7641 -2.2779 3.2719
8 C -4.5910 -2.8936 2.0251
9 C -3.6005 -2.4918 1.1807
10 C -2.7430 -1.3910 1.4918
11 O -1.8754 -1.0053 0.6604
12 H -1.5085 1.6973 4.6928
13 H -2.1036 0.1414 5.3265
14 H -3.2406 1.3149 4.6180
15 H -4.0719 -0.7837 4.6037
16 H -5.5493 -2.5990 3.9413
17 H -5.2611 -3.6906 1.7325
18 H -3.4644 -2.9457 0.2080
19 Se -2.4410 4.2469 -3.5754
20 Sb -3.6753 3.3316 -1.6542
21 Se -3.5858 0.7533 -1.7171
22 Se -2.4042 3.6620 0.5455
23 Se -5.9603 4.1913 -1.5293
24 O 0.3338 1.5300 0.0425
25 P 1.2899 0.7447 -0.7405
26 N 1.3514 -0.9150 -0.3771
27 C 1.2024 -1.2652 1.0393
28 C 0.7146 -2.7215 1.0433
29 C 0.9678 -3.1842 -0.3886
30 C 0.6214 -1.9128 -1.1511
31 N 2.8486 1.2938 -0.4199
32 C 3.0732 2.0531 0.8013
33 C 4.2376 1.3462 1.4848
34 C 5.0827 0.9102 0.2916
35 C 4.0366 0.5266 -0.7617
36 N 1.1060 0.9523 -2.3630
37 C 1.9385 0.4168 -3.4244
38 C 0.9813 0.1980 -4.5965
39 C -0.0279 1.3274 -4.3968
40 C -0.2166 1.3222 -2.8877
41 H 0.4816 -0.6167 1.5420
42 H 2.1698 -1.1595 1.5443
43 H -0.3564 -2.7472 1.2384
44 H 1.2192 -3.3336 1.7913
45 H 0.3640 -4.0425 -0.6775
46 H 2.0260 -3.4223 -0.5253
47 H -0.4633 -1.7555 -1.1126
48 H 0.9596 -1.9111 -2.1879
49 H 2.1608 2.0782 1.3955
50 H 3.3504 3.0837 0.5488
51 H 3.8793 0.4755 2.0338
52 H 4.7803 1.9933 2.1711
53 H 5.7611 0.0889 0.5210
54 H 5.6723 1.7569 -0.0627
55 H 3.8138 -0.5486 -0.7310
56 H 4.3783 0.7800 -1.7730
57 H 2.4617 -0.4933 -3.1173
58 H 2.6920 1.1664 -3.7019
59 H 0.4707 -0.7641 -4.5075
60 H 1.5045 0.2215 -5.5532
61 H -0.9716 1.1676 -4.9124
62 H 0.3777 2.2878 -4.7173
63 H -0.9632 0.5744 -2.6012
64 H -0.5208 2.3039 -2.5189

HOMO energy	-0.72	eV
LUMO energy	3.8903	eV
gap between HOMO and LUMO	4.61	eV
total charge	-2
energy relative to the best compared isomer or geometry (same formula, charge and spin)	0.880	eV



# 2
A structure of composition C20H31ClN4W at a distorted geometry. Source: the OMol25 dataset; level of theory: the ωB97M-V functional and the def2-TZVPD basis.

Geometry (Å):
1 C 3.3909 -4.0756 0.1154
2 C 2.4245 -5.2212 0.4028
3 C 4.1569 -4.3063 -1.1830
4 C 4.3497 -3.8428 1.2804
5 Cl 2.1957 -2.3546 -0.0905
6 H 4.7947 -5.2065 -1.1056
7 H 4.8128 -3.4553 -1.4100
8 H 3.4695 -4.4582 -2.0251
9 H 2.9688 -6.1671 0.5671
10 H 1.7401 -5.3722 -0.4426
11 H 1.8330 -5.0129 1.3034
12 H 4.9774 -4.7350 1.4552
13 H 3.8016 -3.6361 2.2081
14 H 5.0247 -3.0021 1.0711
15 C -1.5544 0.0070 -2.1585
16 C -0.2944 0.0408 -2.8226
17 C 0.4732 -1.0686 -2.3534
18 H -0.0097 0.7497 -3.5950
19 C -0.3069 -1.7859 -1.3863
20 C -1.5641 -1.1290 -1.2702
21 H -2.4005 -1.5011 -0.6916
22 H -2.4108 0.6212 -2.4142
23 H 1.4271 -1.3964 -2.7497
24 H -0.0693 -2.7259 -0.9129
25 C 1.5927 1.7275 0.9482
26 C 1.2796 2.5653 -0.1667
27 C 1.6531 1.8789 -1.3587
28 H 0.9465 3.5999 -0.1202
29 C 2.2435 0.6226 -0.9752
30 C 2.1804 0.5327 0.4648
31 H 2.6065 -0.2651 1.0713
32 H 1.4944 1.9791 2.0045
33 H 1.6392 2.2890 -2.3683
34 H 2.8258 -0.0312 -1.6151
35 W 0.0787 0.1855 -0.6052
36 C -1.2864 2.1884 1.6661
37 N -1.6439 1.5793 0.3393
38 C -2.0375 2.7466 -0.5591
39 N -3.1178 3.5535 0.0138
40 C -2.7059 4.0953 1.3226
41 N -2.3602 2.9966 2.2608
42 C -3.5572 2.1534 2.4479
43 N -4.0041 1.5900 1.1586
44 C -2.9204 0.7911 0.5779
45 C -4.3144 2.7139 0.2377
46 H -0.4408 2.8743 1.5553
47 H -1.0211 1.3854 2.3684
48 H -2.3752 2.3711 -1.5330
49 H -1.1652 3.3980 -0.7194
50 H -3.5462 4.6661 1.7432
51 H -1.8302 4.7447 1.1900
52 H -3.3157 1.3325 3.1359
53 H -4.3650 2.7724 2.8621
54 H -3.3135 0.4011 -0.3667
55 H -2.6952 -0.0440 1.2552
56 H -5.0975 3.3358 0.6932
57 H -4.6575 2.3044 -0.7218

HOMO energy (alpha / beta)	-14.79 / -14.80	eV
LUMO energy (alpha / beta)	-7.6913 / -8.3474	eV
gap between HOMO and LUMO (alpha / beta)	7.10 / 6.45	eV
total charge	+2
2S+1	3
energy relative to the best compared isomer or geometry (same formula, charge and spin)	0.000	eV



# 3
A structure of composition C20H31Ge2MgO5 at a distorted geometry. Source: the OMol25 dataset; level of theory: the ωB97M-V functional and the def2-TZVPD basis.

Geometry (Å):
1 Mg 0.1070 0.0392 -0.5474
2 O -0.5914 -3.2526 -2.7622
3 C 0.0655 -2.1934 -2.3669
4 O -0.4580 -1.1220 -2.1457
5 C 1.5608 -2.4274 -2.2321
6 O 2.1349 -1.5550 -1.2922
7 C 2.2960 -2.0534 0.0312
8 C 1.3111 -1.2124 0.8311
9 O 1.7515 -0.1054 1.2635
10 O 0.1232 -1.5081 0.7687
11 H -1.5443 -3.0847 -2.8816
12 H 2.0187 -2.2049 -3.2095
13 H 1.7419 -3.4824 -1.9983
14 H 3.3284 -1.8750 0.3498
15 H 2.0423 -3.1157 0.1111
16 C -1.2530 4.7663 -1.9424
17 C -1.4464 3.3228 -1.5010
18 Ge 0.1582 2.4555 -0.6472
19 C 1.7999 2.9044 -1.7142
20 C 3.0273 2.2164 -1.1347
21 C 0.5223 3.3824 1.0642
22 C 0.8824 2.9265 2.2663
23 Ge 0.9533 0.9712 2.8375
24 C 2.5093 0.2570 3.9431
25 C 2.6892 0.6821 5.3901
26 C -0.8538 0.0808 3.0973
27 C -1.4921 0.4156 4.4369
28 C 1.1605 3.8268 3.3950
29 C 1.7185 5.0910 3.2051
30 C 1.9223 5.9360 4.2789
31 C 1.5779 5.5389 5.5606
32 C 1.0448 4.2770 5.7668
33 C 0.8468 3.4315 4.6928
34 H -2.1693 5.1418 -2.3938
35 H -0.4574 4.8411 -2.6809
36 H -1.0043 5.4017 -1.0952
37 H -1.7106 2.7033 -2.3628
38 H -2.2801 3.2564 -0.7975
39 H 1.9682 3.9833 -1.7352
40 H 1.6400 2.5712 -2.7433
41 H 3.2077 2.5497 -0.1118
42 H 3.9154 2.4414 -1.7218
43 H 2.8959 1.1289 -1.1207
44 H 0.4669 4.4649 0.9664
45 H 3.4056 0.5072 3.3739
46 H 2.3756 -0.8280 3.8990
47 H 2.7582 1.7625 5.4888
48 H 3.6143 0.2459 5.7665
49 H 1.8747 0.3304 6.0174
50 H -0.6925 -0.9962 3.0207
51 H -1.5073 0.3919 2.2748
52 H -0.8602 0.0853 5.2613
53 H -2.4547 -0.0844 4.5219
54 H -1.6588 1.4859 4.5388
55 H 2.0079 5.4048 2.2147
56 H 2.3604 6.9074 4.1151
57 H 1.7326 6.2018 6.3957
58 H 0.7918 3.9460 6.7622
59 H 0.4177 2.4459 4.8540

HOMO energy	-10.89	eV
LUMO energy	-2.7450	eV
gap between HOMO and LUMO	8.14	eV
total charge	+1
energy relative to the best compared isomer or geometry (same formula, charge and spin)	0.729	eV